DFT (the ωB97M-V functional and the def2-TZVPD basis) results for a cluster of 9 separate species, C32H72O27S4 in total at a distorted geometry.

total energy = -132972.7018 eV
E_HOMO = -10.5363 eV
LUMO energy = 0.11 eV
gap between HOMO and LUMO = 10.646 eV
structure (SMILES) = CCOS(C)(=O)=O.CCOS(C)(=O)=O.CCOS(C)(=O)=O.CCOS(C)(=O)=O.CCOC(=O)OC.CCOC(=O)OC.CCOC(=O)OC.CCOC(=O)OC.CCOC(=O)OC

Each line ends with the Mulliken charge.
Cartesian coordinates (Å):
C1 -7.55303 2.15404 1.08450  -1.46
C2 -6.71127 1.01435 1.47215  0.48
O1 -6.33902 1.07413 2.87302  -0.29
S1 -5.54464 -0.02140 3.52228  1.08
C3 -6.78532 -0.73634 4.58656  -1.24
O2 -5.17129 -0.94604 2.48786  -0.39
O3 -4.52725 0.44862 4.43593  -0.63
H1 -7.00609 3.10678 1.14834  0.31
H2 -8.42963 2.30569 1.68934  0.39
H3 -7.81490 2.05522 0.02050  0.39
H4 -7.22494 0.08226 1.28847  0.36
H5 -5.80870 1.02449 0.83838  -0.12
H6 -7.07613 -0.09850 5.38154  0.41
H7 -6.29235 -1.60959 5.02329  0.39
H8 -7.71837 -1.05340 4.04818  0.29
C4 -0.54789 1.33381 -5.51450  -1.34
C5 -1.31277 0.79678 -4.25087  -0.01
O4 -2.21299 1.78924 -3.78448  -0.24
S2 -3.70691 1.56952 -3.48648  1.35
C6 -3.71847 0.68743 -2.01143  -0.09
O5 -4.22042 2.87947 -3.29047  -0.69
O6 -4.22252 0.70823 -4.54941  -0.72
H9 -1.35947 1.61361 -6.17512  0.45
H10 -0.01321 0.51154 -5.90130  0.31
H11 0.14176 2.16443 -5.22097  0.18
H12 -1.94319 0.00011 -4.65866  0.55
H13 -0.69820 0.47214 -3.43283  0.05
H14 -3.31739 1.31126 -1.14207  -0.24
H15 -3.00412 -0.12230 -2.03394  -0.08
H16 -4.72616 0.35157 -1.90652  0.48
C7 -1.08789 -4.46502 -1.38799  -0.96
C8 -2.08040 -3.82002 -0.49702  0.55
O7 -3.40734 -4.30780 -0.87698  -0.39
S3 -4.65198 -3.51339 -0.39677  1.06
C9 -4.71972 -3.86253 1.35668  -0.69
O8 -4.40324 -2.08823 -0.59780  -0.45
O9 -5.74110 -4.16253 -1.00527  -0.64
H17 -0.13141 -3.98193 -1.36555  0.04
H18 -1.46291 -4.29189 -2.42106  0.37
H19 -0.97398 -5.57689 -1.29764  0.38
H20 -1.99273 -4.13351 0.53658  0.24
H21 -2.03163 -2.75648 -0.50056  -0.25
H22 -4.93367 -4.91549 1.46781  0.42
H23 -5.47086 -3.20269 1.81705  0.10
H24 -3.77848 -3.62887 1.85344  0.25
C10 6.73985 -5.18716 -0.42608  -1.23
C11 5.95801 -4.34952 -1.39256  -0.08
O10 4.93012 -5.18771 -1.95916  -0.31
S4 3.49404 -4.50737 -2.03702  1.30
C12 2.58922 -5.64810 -3.00903  -1.04
O11 2.88775 -4.47555 -0.70182  -0.61
O12 3.68742 -3.24419 -2.73518  -0.52
H25 7.42572 -4.49216 0.06497  0.37
H26 7.16858 -6.16412 -0.72213  0.32
H27 6.06710 -5.45382 0.40503  0.29
H28 5.58025 -3.49637 -0.84497  0.18
H29 6.49572 -3.92836 -2.21889  0.35
H30 3.12155 -5.69062 -3.96870  0.35
H31 1.59029 -5.24130 -3.17084  0.30
H32 2.68218 -6.60775 -2.51760  0.37
C13 3.10724 -2.42570 3.05955  -1.51
C14 1.78154 -1.68236 2.99567  0.89
O13 1.60808 -1.04523 4.26053  -0.37
C15 0.88984 0.10897 4.27238  0.33
O14 0.31804 0.59872 3.33832  0.04
O15 0.79512 0.68576 5.52381  -0.33
C16 1.71828 0.20629 6.52945  -0.67
H33 3.97046 -1.76941 3.02830  0.35
H34 3.20390 -3.01096 2.16186  0.34
H35 3.22724 -3.06764 3.93953  0.39
H36 0.94537 -2.33225 2.69682  0.15
H37 1.92196 -0.94704 2.18485  -0.37
H38 1.38833 0.60207 7.51474  0.24
H39 2.73116 0.52896 6.20096  0.27
H40 1.70979 -0.89769 6.52270  0.29
C17 3.18997 3.20355 -3.42810  -1.48
C18 3.21859 1.85946 -2.75123  0.43
O16 3.18371 0.79978 -3.75148  -0.01
C19 4.27596 0.62571 -4.55851  0.60
O17 5.33378 1.23129 -4.41183  -0.60
O18 4.02630 -0.31611 -5.44527  -0.37
C20 2.81795 -1.07607 -5.46610  0.04
H41 2.36444 3.38198 -4.11952  0.25
H42 4.16400 3.37727 -3.96035  0.36
H43 2.91676 3.85800 -2.60589  0.45
H44 2.29607 1.74118 -2.24826  -0.20
H45 4.17994 1.77901 -2.16210  0.33
H46 3.00249 -2.03142 -6.02858  0.25
H47 1.96556 -0.57243 -5.92856  0.12
H48 2.54697 -1.42821 -4.45950  -0.13
C21 -1.02921 3.68830 -1.03276  -0.25
C22 -2.42656 4.15497 -0.71826  -0.57
O19 -2.86609 3.44289 0.47038  -0.32
C23 -2.47998 3.90345 1.67262  0.76
O20 -1.92480 4.91136 1.93529  -0.59
O21 -2.95397 3.02838 2.56091  -0.08
C24 -2.59853 3.10009 3.94982  -0.59
H49 -0.69814 4.00462 -2.00669  0.58
H50 -0.85573 2.59772 -0.97751  -0.25
H51 -0.27881 4.17753 -0.34957  0.26
H52 -3.24876 3.96678 -1.40118  0.21
H53 -2.45714 5.23210 -0.50717  0.52
H54 -1.63640 2.61040 4.02560  0.13
H55 -3.31596 2.44127 4.42736  0.16
H56 -2.67271 4.13207 4.30295  0.36
C25 6.09325 4.94485 0.93398  -1.14
C26 5.72431 3.56245 1.54569  -0.36
O22 4.44540 3.09984 1.17112  -0.20
C27 3.43677 3.61145 1.89223  0.50
O23 3.56927 4.42812 2.75730  -0.58
O24 2.30912 3.05963 1.40705  -0.14
C28 1.09762 3.40091 2.13426  -0.02
H57 5.83141 4.95183 -0.09786  0.27
H58 7.19621 5.02482 0.96868  0.37
H59 5.58178 5.70088 1.48117  0.32
H60 5.85105 3.60426 2.62138  0.33
H61 6.44304 2.80701 1.25256  0.42
H62 1.22534 4.37803 2.57006  0.63
H63 0.96558 2.60656 2.87030  -0.09
H64 0.28820 3.51611 1.43567  -0.52
C29 2.62115 -0.81175 -0.40313  -0.45
C30 1.39427 -1.35951 -1.07119  1.57
O25 0.37738 -1.56882 -0.05192  -0.45
C31 -0.44251 -0.53852 0.12270  0.71
O26 -0.45108 0.44585 -0.60475  -0.60
O27 -1.16811 -0.82723 1.20316  -0.76
C32 -2.23917 0.14590 1.56536  0.87
H65 3.40246 -0.37133 -1.00035  0.43
H66 3.08190 -1.56150 0.28221  -0.16
H67 2.30346 -0.04017 0.26179  0.12
H68 1.55820 -2.32897 -1.52746  -0.40
H69 1.00994 -0.75949 -1.84385  -0.75
H70 -2.62136 -0.14321 2.54784  -0.04
H71 -3.06039 -0.03655 0.83243  -0.20
H72 -1.86607 1.19532 1.49547  -0.11

Force components x, y, z for each atom (eV/Å):
0.047 1.839 -0.432
0.871 -0.705 -0.999
-0.977 2.759 -0.734
1.047 -2.368 2.090
-0.402 -1.492 -1.030
0.060 -0.182 0.272
-0.778 0.206 -1.063
0.066 -0.295 0.033
-0.551 -0.311 0.159
-0.118 -0.150 0.386
-0.072 -0.391 0.137
-0.145 -0.175 0.549
0.026 0.949 0.577
-0.172 0.014 -0.082
1.079 0.275 0.176
-0.859 0.902 2.658
-0.292 -0.345 -2.112
1.546 1.446 0.387
-0.770 -1.223 -2.301
1.321 0.809 1.945
-0.515 0.321 0.124
0.244 0.949 1.398
0.302 0.407 -0.420
0.762 -0.816 -0.646
-0.666 -0.585 -0.563
0.238 -0.348 0.418
0.370 -0.125 0.372
-0.973 -0.405 -1.198
-0.135 -0.544 -0.449
-0.549 -0.410 0.495
-0.395 -1.043 -1.971
-0.518 -1.111 1.150
0.952 -0.107 -0.417
0.637 2.242 1.102
0.082 0.640 0.014
-0.328 -1.518 0.275
-1.245 -0.386 -0.648
0.583 0.188 0.470
0.242 -0.176 0.398
-0.173 1.040 0.304
0.444 -0.006 0.306
-0.177 0.812 -0.362
-0.231 -0.187 0.004
0.135 -0.389 -0.381
0.098 0.093 -0.241
-0.281 -0.225 1.388
0.399 -0.386 0.077
-1.327 -0.308 -0.209
-0.092 1.774 1.600
1.145 0.100 -0.881
0.838 -0.021 -1.737
-0.585 -1.067 0.454
0.595 -0.437 -0.240
0.088 0.961 -0.435
-0.072 0.051 -0.286
-0.626 0.075 0.104
0.570 -0.036 -0.455
-0.249 -0.056 0.155
0.063 -0.244 0.354
-0.507 -0.155 0.095
-0.023 -0.263 0.267
1.169 0.032 -1.147
-0.776 1.242 0.348
-0.403 -0.033 1.089
0.304 -0.305 0.194
0.434 -0.931 -1.140
0.271 -0.405 -0.415
-0.037 0.477 0.219
-0.089 -0.592 -0.347
-0.258 0.015 -0.201
0.090 0.298 0.544
-0.563 -0.025 0.588
0.360 -0.114 -0.907
-0.550 -0.061 0.748
-0.034 0.546 0.315
0.553 0.351 -0.237
1.720 -0.040 -1.673
0.587 -0.186 -0.372
0.178 1.273 2.187
-1.891 -1.344 -0.788
0.601 -0.301 -0.985
-0.325 -1.609 0.381
-0.012 -0.634 -0.212
-0.994 0.347 0.811
0.781 0.788 0.060
-0.573 -0.500 1.131
-1.366 -0.119 -0.268
0.231 1.183 0.221
0.379 0.305 0.092
0.087 0.450 -0.213
1.303 0.136 0.299
-0.220 0.366 1.041
0.083 0.148 0.327
-1.626 -1.498 -0.045
1.270 1.603 0.039
-0.474 -0.531 -0.317
-0.270 -0.076 -0.626
-0.133 0.174 -0.667
-0.496 0.521 0.069
-0.916 -0.448 -0.420
0.484 -0.335 -0.530
0.180 -0.204 0.024
0.497 0.405 0.427
-0.115 0.213 0.164
0.354 -0.268 0.075
0.761 -1.967 0.626
1.405 0.923 -0.066
-0.268 -0.226 0.055
-0.328 -0.461 -1.039
-0.364 0.070 0.395
0.170 0.492 0.374
0.800 0.047 0.180
-0.381 0.124 -0.862
-0.552 0.312 0.248
-0.154 0.805 0.263
-0.451 0.145 0.311
-0.097 -0.231 -0.574
0.094 0.192 0.492
-0.432 0.407 -0.123
-0.152 -0.561 -0.291
0.498 -0.739 1.188
0.419 -1.223 0.419
0.558 -0.326 -0.625
-0.013 0.604 0.063
-0.667 -0.789 1.088
-0.769 1.198 -0.174
0.149 -0.234 -1.294
0.040 -0.175 -0.680
-0.251 0.227 -0.745
-0.294 0.940 0.427
0.130 -0.247 0.264
-0.486 1.133 -0.763
0.521 0.173 -0.166
0.533 0.334 0.519
-0.260 -1.117 0.203


DFT (the ωB97M-V functional and the def2-TZVPD basis) results for a cluster of 2 separate species, C8H6Cl4F3O4 in total.

total energy = -74825.3737 eV
E_HOMO = -5.1164 eV
net charge = -1
LUMO energy = 2.49 eV
gap between HOMO and LUMO = 7.606 eV

Each line ends with the Mulliken charge.
Cartesian coordinates (Å):
O1 -0.50648 3.50032 0.45229  -0.56
C1 -0.08921 2.45643 0.01502  0.08
O2 0.69881 1.64088 0.73961  -0.37
C2 0.27853 0.24782 0.81962  0.38
C3 -1.23119 0.08458 1.03190  -0.98
C4 -2.11097 -0.10311 -0.22805  -0.61
C5 -2.94560 1.07418 -0.64643  0.33
F1 -2.70646 1.56865 -1.88475  -0.31
C6 -3.94905 1.63560 0.01535  0.35
F2 -4.02155 1.78495 1.32447  -0.22
F3 -5.02067 2.15792 -0.56900  -0.26
C7 0.82929 -0.56906 -0.38119  0.30
O3 1.41213 -1.62975 -0.10051  -0.74
O4 0.62025 -0.06311 -1.51176  -0.73
H1 -0.26674 2.11831 -1.01643  0.44
H2 0.77694 -0.13033 1.71121  0.30
H3 -1.60287 0.93522 1.61124  0.43
H4 -1.36132 -0.79156 1.67030  0.54
H5 -2.82810 -0.90198 -0.01819  0.32
H6 -1.53005 -0.40723 -1.10027  0.34
C8 5.10012 -2.90953 -0.39234  0.36
Cl1 6.86549 -2.66761 -0.45778  -0.14
Cl2 4.72778 -4.51793 -1.04122  -0.14
Cl3 4.57214 -2.82785 1.28939  -0.09
Cl4 4.28879 -1.68581 -1.33246  -0.03

Force components x, y, z for each atom (eV/Å):
0.304 -0.219 -0.152
0.023 0.334 -0.058
-0.642 0.191 0.339
0.354 -0.389 -0.196
0.068 0.029 -0.103
-0.240 0.317 0.414
0.495 0.150 0.245
-0.617 -0.612 -0.471
0.111 0.074 -0.439
-0.389 -0.832 0.375
0.195 0.862 -0.055
0.105 0.171 -0.449
-0.166 -0.168 0.247
0.000 0.019 0.176
-0.061 -0.212 0.143
0.056 0.235 -0.004
0.081 -0.049 0.037
0.052 -0.019 -0.093
0.111 -0.033 -0.017
0.168 0.124 0.097
-0.085 0.065 0.007
0.032 -0.010 0.002
0.015 -0.025 -0.008
0.008 -0.008 0.007
0.023 0.005 -0.044


Look up the LUMO energy of the first one.
0.11 eV